17
Properties=species:S:1:pos:R:3:forces:R:3:nbo_charge:R:1 method="wB97M-V/def2-TZVPD" energy_ha=-359.4219 charge=+1
C -1.567 1.405 -0.225 -0.47 -0.18 -0.22 -0.448
C 0.227 -1.770 1.632 -2.39 1.70 0.47 -0.272
C -0.077 -1.187 -0.662 -0.58 2.21 1.51 0.209
N 0.658 1.667 -0.676 -1.72 2.60 0.46 0.095
N 1.819 1.304 -0.945 2.85 -3.36 -0.57 -0.523
N -0.268 0.897 -0.517 0.34 -3.47 -0.70 -0.201
O 0.710 -1.475 0.339 1.61 -0.46 -2.09 -0.465
H -1.536 2.471 -0.258 0.10 0.88 0.94 0.243
H -1.886 0.903 0.695 -0.38 0.69 -0.15 0.217
H -2.244 1.220 -1.049 -0.27 -0.78 -0.14 0.228
H -0.394 -0.824 1.899 0.07 -2.14 -0.15 0.194
H 0.969 -1.749 2.404 1.04 -0.25 -0.29 0.235
H -0.218 -2.776 1.534 -0.42 0.80 0.68 0.225
H 0.386 -1.306 -1.673 -0.72 0.17 0.97 0.235
H -1.178 -1.123 -0.451 1.08 -0.91 -0.68 0.218
H 2.157 0.268 -0.982 -0.81 2.48 0.05 0.389
H 2.442 2.074 -1.067 0.68 0.04 -0.07 0.421